# 1
Density functional theory data (the ωB97M-V functional and the def2-TZVPD basis) for a 7-piece molecular cluster, C8H29N6O10 overall at a distorted geometry.

Structure (XYZ):
```
53
C8H29N6O10 the ωB97M-V functional and the def2-TZVPD basis
N -1.02119 0.91454 0.38921
O 0.11858 1.46377 0.59331
O -1.32837 0.53257 -0.75890
O -1.85245 0.81293 1.32989
C -5.15086 1.33570 -1.59996
O -6.27761 1.83472 -1.66482
N -4.85753 0.08821 -2.13516
N -4.13859 1.89118 -0.86338
H -3.88635 -0.13752 -2.26744
H -5.56523 -0.23302 -2.77038
H -3.29960 1.36666 -0.66823
H -4.28601 2.73245 -0.34592
C 2.15078 4.09705 3.63177
O 3.01120 4.83599 4.10333
N 0.98671 4.57062 3.03266
N 2.30741 2.72297 3.64283
H 0.41864 3.77289 2.78852
H 0.47935 5.31290 3.47463
H 1.89255 2.16409 2.92034
H 3.17034 2.42690 4.05832
C 0.60629 -2.26032 1.76792
O 0.29437 -3.10949 0.66815
C -0.92749 -2.77278 0.02198
C -1.01759 -3.51638 -1.30488
N -0.19923 -2.94454 -2.39316
C 1.21384 -3.33594 -2.27818
C 1.94721 -2.91570 -3.54416
O 3.34974 -3.06432 -3.46479
C 3.95358 -2.18999 -2.55070
H 1.69400 -2.32443 1.81168
H 0.17133 -2.63278 2.70077
H 0.29610 -1.22591 1.60458
H -1.00973 -1.69778 -0.20665
H -1.75325 -3.00521 0.71188
H -2.09134 -3.56971 -1.54556
H -0.85036 -4.58761 -1.14319
H -0.29037 -1.96151 -2.14868
H 1.41888 -4.35251 -1.95816
H 1.65010 -2.70253 -1.49570
H 1.68928 -1.89013 -3.84038
H 1.59420 -3.53923 -4.37197
H 3.75426 -2.42882 -1.50317
H 3.64164 -1.14546 -2.70255
H 5.03082 -2.19831 -2.71752
O 0.38869 4.17570 -0.23833
H -0.21555 4.53561 0.41904
H 0.33361 3.20160 -0.12098
O 2.86739 0.40261 0.91072
H 1.91130 0.53995 0.97267
H 3.16987 1.03114 0.24717
O -1.60785 3.31786 3.63707
H -1.80813 2.81134 2.83115
H -2.07740 2.84998 4.33331
```

Summary:
Multiplicity   1
LUMO   2.689 eV
Calculated total energy   -1403.16984 Eh
Orbital gap   0.3456 hartree
Total charge   -1

Atom charges from the Mulliken analysis, given in e for atoms 1 to 4:
1. N 0.962
2. O -0.700
3. O -0.682
4. O -0.594

# 2
Density functional theory data (the ωB97M-V functional and the def2-TZVPD basis) for C8H22AlN2O2 as an isolated structure at a distorted geometry.

Structure (XYZ):
```
35
C8H22AlN2O2 the ωB97M-V functional and the def2-TZVPD basis
Al -0.75727 -0.87402 0.03056
C -1.71254 4.02126 -1.12942
C -1.86765 2.48833 -1.10865
C -1.24097 1.91729 -2.38844
O -1.08594 0.52159 -2.32209
C -0.66387 -0.05833 -3.56790
N -1.15961 1.98867 0.10738
H -2.01004 4.44836 -2.09117
H -0.66931 4.31399 -0.97360
H -2.31746 4.42985 -0.32078
H -2.93050 2.25823 -1.04226
H -0.25345 2.37295 -2.53206
H -1.88766 2.27602 -3.19663
H -1.23101 0.30134 -4.42548
H -0.65729 -1.14830 -3.56069
H 0.39339 0.16409 -3.75528
H -0.23665 2.43207 0.06742
H -1.68741 2.50575 0.82233
C 1.12277 -4.25147 2.12268
C 0.71787 -2.80632 1.80078
C 1.71119 -1.75689 2.33023
O 1.17588 -0.62068 1.76406
C 1.59380 0.67022 2.19815
N 0.66102 -2.63185 0.31209
H 1.54400 -4.34697 3.12146
H 1.91540 -4.51033 1.40721
H 0.30080 -4.90717 1.83852
H -0.21921 -2.44568 2.23272
H 2.76217 -1.84037 2.01784
H 1.76993 -1.80489 3.42162
H 2.63423 0.91661 1.96310
H 1.45441 0.76969 3.27730
H 0.99841 1.46767 1.75772
H 0.23901 -3.49329 -0.07024
H 1.59354 -2.76745 -0.10848
```

Summary:
Multiplicity   1
LUMO   -16.317 eV
Calculated total energy   -819.16519 Eh
Orbital gap   0.1750 hartree
Relative energy (zero: lowest compared OMol25 entry of this formula, charge and spin)   47.6 kJ/mol
Total charge   +3

Atom charges from the Mulliken analysis, given in e for atoms 1 to 4:
1. Al 1.295
2. C -1.331
3. C -0.034
4. C -0.864

# 3
Density functional theory data (the ωB97M-V functional and the def2-TZVPD basis) for C45H42Cl2N4OPReS2Te as an isolated structure at a distorted geometry.

Structure (XYZ):
```
99
C45H42Cl2N4OPReS2Te the ωB97M-V functional and the def2-TZVPD basis
Re 0.21306 -0.46327 -0.58198
Cl -2.10046 -1.21620 3.96650
C -0.89092 -0.02424 3.59937
C -0.24556 0.49775 4.70918
C 0.87484 1.29306 4.57757
C 1.39026 1.47233 3.30869
C 0.72876 0.95464 2.21978
Cl 1.54981 1.09533 0.67433
C -0.52372 0.27448 2.25190
N -1.15752 0.02504 1.04535
H -0.61935 0.23556 5.69032
H 1.36722 1.71419 5.44330
H 2.32296 2.00240 3.15693
S 1.67141 -1.46677 -2.40357
P 0.89038 -0.06228 -3.65659
S 0.07950 1.31443 -2.40501
C 0.04126 -0.30220 -5.25262
C 0.08619 -1.50141 -5.95013
C -0.58526 -1.61669 -7.15686
C -1.30841 -0.54143 -7.66104
C -1.35264 0.65404 -6.95866
C -0.67552 0.77706 -5.75131
C 2.44756 0.70915 -4.31035
C 3.18975 1.55697 -3.48787
C 4.40537 2.07299 -3.90827
C 4.90711 1.74208 -5.16042
C 4.17945 0.90102 -5.98788
C 2.95667 0.38989 -5.56831
H 0.62668 -2.34625 -5.53914
H -0.56412 -2.55241 -7.70163
H -1.83693 -0.63953 -8.60109
H -1.92103 1.49165 -7.34405
H -0.71055 1.70447 -5.19113
H 2.79617 1.82252 -2.51461
H 4.96107 2.73698 -3.25694
H 5.85960 2.13855 -5.49008
H 4.55796 0.64690 -6.97088
H 2.39978 -0.25211 -6.23678
C 3.07903 -4.91203 1.00654
N 2.01935 -3.91919 1.11329
C 0.82937 -4.03737 1.78892
C 0.12198 -2.91073 1.51460
N 0.85479 -2.11053 0.66524
C 1.98534 -2.75862 0.43757
H 2.83252 -5.76474 1.63099
H 4.02825 -4.49471 1.33575
H 3.17716 -5.24290 -0.02506
H 0.59964 -4.88078 2.41866
H -0.84834 -2.62708 1.87059
H 2.78990 -2.41799 -0.19478
C -7.19049 1.93714 4.69449
C -6.16885 1.29961 3.78616
C -6.06656 -0.07861 3.66670
C -5.12048 -0.67698 2.84025
C -5.09589 -2.19190 2.81104
C -4.24343 0.12973 2.09235
Te -2.90757 -0.95829 0.69909
N -1.47447 -1.48824 -1.05655
C -1.90913 -1.76725 -2.27920
O -1.35846 -1.44831 -3.34978
C -3.19112 -2.54296 -2.44728
C -3.94477 -2.33916 -3.60105
C -5.13493 -3.02335 -3.79309
C -5.57795 -3.93610 -2.84055
C -4.81428 -4.17114 -1.70794
C -3.62592 -3.47767 -1.51152
C -3.88275 0.19466 -0.81300
C -3.11880 1.15571 -1.45237
C -3.64524 1.91688 -2.48238
C -4.96220 1.71973 -2.86546
C -5.73703 0.77707 -2.20721
C -5.22317 0.00163 -1.17130
C -6.11983 -0.99823 -0.49354
C -4.32775 1.52538 2.21238
C -3.43907 2.48384 1.45637
C -5.28964 2.08164 3.05312
H -7.80257 1.18354 5.19027
H -7.85121 2.59790 4.13034
H -6.69989 2.53870 5.46220
H -6.73583 -0.71106 4.24274
H -5.73810 -2.58711 3.59743
H -4.09597 -2.59992 2.96542
H -5.46024 -2.58678 1.86128
H -3.58127 -1.62909 -4.33336
H -5.71671 -2.85259 -4.69069
H -6.50712 -4.47273 -2.99089
H -5.14403 -4.89924 -0.97386
H -3.00232 -3.70424 -0.65762
H -2.10052 1.31129 -1.14232
H -3.01901 2.64699 -2.98081
H -5.38704 2.29608 -3.67864
H -6.76819 0.62881 -2.50794
H -6.94842 -1.28419 -1.14130
H -6.53136 -0.58163 0.42845
H -5.56661 -1.90296 -0.24653
H -2.48222 2.04235 1.19261
H -3.25092 3.37639 2.05558
H -3.92663 2.80170 0.53213
H -5.34650 3.16413 3.13617
```

Summary:
Multiplicity   3
LUMO (spin up / spin down)   0.331 / 0.311 eV
Calculated total energy   -4438.68425 Eh
Orbital gap (spin up / spin down)   0.2603 / 0.2496 hartree
Expectation value of S²   2.014
Relative energy (zero: lowest compared OMol25 entry of this formula, charge and spin)   190.0 kJ/mol
Total charge   0

Atom charges from the Mulliken analysis, given in e for atoms 1 to 4:
1. Re 0.922
2. Cl -0.231
3. C 0.670
4. C -0.661

# 4
Density functional theory data (the ωB97M-V functional and the def2-TZVPD basis) for a 2-piece molecular cluster, C6H9N overall at a distorted geometry.

Structure (XYZ):
```
16
C6H9N the ωB97M-V functional and the def2-TZVPD basis
C 1.49374 1.34707 0.11530
C 0.60770 0.14227 -0.04782
C -0.40917 -0.25938 1.08617
C -1.34148 -0.80064 -0.02957
C -0.64612 0.18476 -1.00188
C 1.27029 -1.14191 -0.39302
N 0.86357 -2.21073 -0.56040
H 2.04927 1.53437 -0.80868
H 2.20841 1.17556 0.92662
H 0.89252 2.22870 0.35336
H -0.74722 0.65936 1.59803
H -0.14437 -0.99932 1.84493
H -0.93393 -2.19173 -0.39277
H -2.42252 -0.76105 0.10601
H -0.59064 -0.17955 -2.03062
H -1.03639 1.21681 -1.01723
```

Summary:
Multiplicity   1
LUMO   0.703 eV
Calculated total energy   -288.65147 Eh
Orbital gap   0.3948 hartree
Relative energy (zero: lowest compared OMol25 entry of this formula, charge and spin)   342.8 kJ/mol
Total charge   0

Atom charges from the Mulliken analysis, given in e for atoms 1 to 4:
1. C -1.571
2. C 0.987
3. C -0.676
4. C -0.574

# 5
Density functional theory data (the ωB97M-V functional and the def2-TZVPD basis) for a 4-piece molecular cluster, C26H27BFN2O13P overall at a distorted geometry.

Structure (XYZ):
```
71
C26H27BFN2O13P the ωB97M-V functional and the def2-TZVPD basis
C 0.14262 -2.62140 -1.27664
C 0.39976 -2.42856 -2.75334
C 0.31689 -0.83989 -3.26993
C 0.90787 0.05216 -2.00667
C 2.51550 -0.19442 -1.65084
F 3.32783 -1.13081 -2.46177
C 3.22260 0.61313 -0.41183
C 2.28743 1.66571 0.48250
P 3.23053 2.55655 1.93026
N 2.32164 2.44246 3.46225
O 3.37519 4.24382 1.39232
C 0.70472 1.95990 0.17487
C 0.04141 1.12559 -1.11410
C -1.53577 1.45129 -1.44579
O -2.10238 1.48215 -2.65438
C -2.50543 1.83006 -0.15780
C -4.08542 1.40212 -0.24645
C -5.07189 1.81298 0.99879
C -4.43177 2.60896 2.28925
C -2.85043 3.03863 2.36051
B -2.32318 3.86617 3.67795
N -2.73685 3.29633 5.05109
O -1.53927 5.11578 3.68787
C -1.83600 2.65784 1.13133
C -0.24197 3.04532 1.02545
O 0.34081 4.14551 1.50785
H 0.93163 -3.14836 -0.59089
H -0.88808 -2.15994 -0.89128
H 0.68175 -3.31469 -3.48879
H 1.08667 -0.78421 -4.17550
H -0.77974 -0.56896 -3.57558
H 4.36702 0.43380 -0.19409
H 1.29135 2.54864 3.33924
H 2.72818 3.13828 4.12478
H 4.07580 4.16405 0.65235
H -4.56945 0.82732 -1.17377
H -6.21043 1.52030 0.90431
H -5.11620 2.88863 3.20398
H -2.05487 3.56419 5.79377
H -2.89857 2.26678 4.99795
H -1.07876 5.15157 4.59759
O -1.61803 -3.11353 -7.71549
C -2.18000 -2.12022 -7.28511
O -1.99158 -1.60798 -6.03388
C -2.63690 -0.34877 -6.00368
C -3.66420 -0.46336 -7.08281
O -3.08032 -1.37661 -7.99230
H -3.08262 -0.16505 -5.02224
H -1.89786 0.43221 -6.21096
H -4.60840 -0.88177 -6.71851
H -3.86456 0.49483 -7.57003
O -2.62036 0.61937 4.20601
C -2.11130 -0.00355 5.12281
O -0.96848 -0.74210 5.01331
C -0.59107 -1.11262 6.32602
C -1.87641 -1.04428 7.08512
O -2.61135 -0.05347 6.39210
H -0.15465 -2.11516 6.33551
H 0.15140 -0.39754 6.69546
H -2.43313 -1.98670 7.05037
H -1.72796 -0.75748 8.12981
O 7.25712 -6.49660 -2.74883
C 6.69516 -5.50330 -2.31845
O 6.88358 -4.99106 -1.06721
C 6.23825 -3.73185 -1.03701
C 5.21096 -3.84644 -2.11614
O 5.79484 -4.75968 -3.02563
H 5.79254 -3.54813 -0.05557
H 6.97730 -2.95087 -1.24430
H 4.26675 -4.26484 -1.75184
H 5.01060 -2.88825 -2.60336
```

Summary:
Multiplicity   1
SMILES   C=CCc1c(F)cc(P(N)O)c2c1C(=O)c1cccc(B(N)O)c1C2=O.O=C1OCCO1.O=C1OCCO1.O=C1OCCO1
LUMO   -1.901 eV
Calculated total energy   -2559.99350 Eh
Orbital gap   0.2362 hartree
Total charge   0

Atom charges from the Mulliken analysis, given in e for atoms 1 to 4:
1. C -0.546
2. C -0.234
3. C -0.146
4. C 0.054

Molar mass per entry: 369.35 205.26 1134.68 95.14 636.29 g mol⁻¹